{
  "formula": "C29H19Cl2IIrN5O6S",
  "method": "ωB97M-V/def2-TZVPD",
  "species": ["Ir", "C", "C", "C", "C", "C", "H", "C", "Cl", "C", "C", "O", "H", "C", "H", "H", "C", "C", "O", "H", "H", "Cl", "H", "I", "N", "C", "H", "N", "C", "C", "H", "H", "C", "N", "C", "O", "C", "C", "C", "O", "H", "H", "H", "C", "C", "N", "C", "H", "C", "S", "O", "C", "C", "C", "C", "H", "H", "N", "C", "H", "H", "C", "H", "O"],
  "xyz": [[0.811, 1.310, -0.229], [3.423, -2.257, 0.469], [-8.060, -2.331, 1.798], [2.750, 3.413, -1.413], [5.920, -2.309, -0.756], [3.535, 2.360, -0.836], [6.903, -2.310, -1.211], [-6.666, -2.362, 1.761], [7.181, -3.194, 1.483], [4.721, 4.622, -2.094], [-2.083, 0.002, -0.562], [2.961, 1.305, -0.352], [-2.060, 0.790, -1.306], [3.520, -1.898, -0.893], [4.920, -1.592, -2.501], [2.463, -2.181, 0.970], [4.809, -1.913, -1.471], [-6.555, -4.318, 3.173], [-0.845, 2.170, 1.170], [-9.761, -3.335, 2.601], [0.336, 5.981, -2.889], [5.497, 5.967, -2.901], [6.575, 3.772, -1.498], [6.145, 1.158, 0.070], [0.387, 0.933, -2.248], [-8.679, -3.315, 2.544], [-5.974, -5.068, 3.696], [-0.897, -0.458, -0.172], [-4.496, -2.092, 1.416], [-3.249, -1.507, 0.866], [-8.632, -1.575, 1.274], [1.384, -1.569, -1.297], [0.578, 4.160, -1.781], [1.411, 3.266, -1.281], [3.306, 4.526, -2.065], [0.767, 0.593, 1.947], [4.532, -2.646, 1.194], [5.499, 3.671, -1.481], [4.922, 2.566, -0.845], [0.406, 1.269, -4.609], [-4.201, -0.059, -0.432], [4.446, -2.907, 2.241], [-1.964, -2.788, 2.008], [2.403, 5.460, -2.618], [-3.276, -0.490, -0.071], [-5.730, -1.584, 1.108], [-7.935, -4.299, 3.225], [-0.481, 3.991, -1.616], [-5.913, -3.329, 2.425], [0.307, 2.032, 2.154], [1.403, 2.836, 1.521], [-2.019, -1.995, 1.274], [5.775, -2.685, 0.572], [0.405, 1.110, -3.424], [1.044, 5.276, -2.476], [2.793, 6.317, -3.149], [2.542, -1.181, -2.680], [-4.553, -3.136, 2.189], [-0.873, -1.434, 0.742], [-8.460, -5.055, 3.797], [0.105, -1.769, 1.063], [2.402, -1.523, -1.663], [-5.911, -0.758, 0.569], [-0.013, 2.365, 3.504]],
  "gap_ev": [6.6, 6.4],
  "charge": -1,
  "lumo_ev": [1.66, 1.23],
  "e_above_lowest_ev": 1.5028,
  "spin_multiplicity": 6,
  "e_tot_ha": -3562.366128
}

{
  "formula": "C29H19CoF5N5O2Se",
  "method": "ωB97M-V/def2-TZVPD",
  "species": ["H", "C", "H", "C", "F", "C", "N", "H", "C", "H", "C", "C", "C", "H", "O", "N", "H", "C", "C", "C", "C", "H", "F", "C", "C", "H", "C", "C", "C", "H", "Co", "H", "C", "N", "H", "C", "H", "C", "H", "F", "F", "N", "H", "H", "C", "H", "H", "C", "C", "H", "C", "Se", "C", "C", "H", "C", "C", "N", "C", "F", "C", "O"],
  "xyz": [[-4.482, -4.254, 1.825], [-0.756, -2.575, -2.359], [-0.036, -3.980, -3.782], [1.508, -3.423, -2.373], [2.734, 2.109, -4.220], [4.220, 3.577, -3.277], [-0.322, -1.585, 3.537], [2.304, 1.891, 4.848], [0.115, -0.281, 3.400], [1.294, 3.332, 3.166], [-0.378, -1.719, -1.321], [4.655, 4.282, -2.191], [-3.261, -2.528, 1.692], [-4.123, 3.903, -2.336], [3.709, -4.358, -2.225], [-0.331, 0.511, 2.412], [-4.341, 4.174, 0.265], [3.078, 2.822, -3.158], [-3.585, -3.750, 2.187], [2.822, 3.649, -0.913], [-3.183, 2.384, 0.579], [-0.997, -3.969, 4.319], [2.168, 3.633, 0.243], [-1.774, 0.035, -1.745], [-1.658, -3.506, 3.578], [1.473, -0.447, 5.088], [1.043, 2.311, 3.189], [2.276, 2.908, -2.019], [1.738, -2.734, -1.165], [-0.336, 2.319, 1.529], [-1.589, -0.177, 1.063], [1.057, -1.308, 0.240], [1.536, 1.496, 4.173], [-2.567, 1.341, 0.065], [1.890, -4.522, -4.572], [-2.758, -4.231, 3.205], [0.175, -2.062, 4.252], [1.098, 0.194, 4.277], [2.707, -2.890, -0.681], [5.849, 4.879, -2.236], [5.084, 3.543, -4.276], [-1.268, -0.729, -0.847], [-2.619, 2.186, -3.171], [-1.679, -0.167, -2.799], [0.130, 1.783, 2.311], [-2.941, -5.153, 3.726], [-1.795, -2.562, -2.753], [3.964, 4.401, -0.991], [-1.426, -2.236, 3.080], [-3.814, -2.122, 0.830], [-2.452, 1.219, -1.249], [0.675, 2.024, -1.775], [-3.632, 3.266, -1.584], [-2.851, 2.196, -2.084], [-3.188, 2.508, 1.660], [-3.768, 3.380, -0.219], [0.787, -1.900, -0.644], [-2.221, -1.734, 2.112], [0.230, -3.416, -2.909], [4.456, 5.124, -0.026], [2.715, -4.217, -2.895], [2.640, -4.841, -4.057]],
  "gap_ev": [6.9, 6.7],
  "charge": 2,
  "lumo_ev": [-6.81, -7.43],
  "e_above_lowest_ev": 0.0000,
  "spin_multiplicity": 5,
  "e_tot_ha": -5823.777692
}

{
  "formula": "C29H19CrN2O3",
  "method": "ωB97M-V/def2-TZVPD",
  "species": ["C", "C", "H", "C", "H", "O", "C", "N", "H", "Cr", "H", "H", "C", "C", "C", "C", "H", "C", "H", "H", "C", "H", "C", "O", "C", "N", "H", "H", "C", "C", "C", "H", "C", "O", "H", "H", "C", "C", "C", "C", "C", "C", "H", "C", "C", "H", "C", "C", "C", "C", "H", "H", "H", "C"],
  "xyz": [[-3.435, -3.183, -2.014], [-0.867, 3.973, -2.184], [0.924, -2.160, 6.159], [0.428, -0.862, 0.937], [0.798, 2.869, -2.911], [-0.419, 1.877, 5.803], [-1.928, 4.030, -1.273], [-4.611, 1.341, -1.141], [-0.691, 4.818, -2.859], [1.046, -0.105, 3.998], [-4.965, -2.274, -0.632], [4.655, -1.145, -4.543], [1.701, 0.133, -2.224], [0.499, -0.247, -0.130], [-2.146, 2.940, -0.423], [-0.573, -1.226, 3.221], [-1.805, -3.061, -3.567], [-2.501, -2.548, -2.907], [-1.511, 0.993, 0.218], [1.893, 1.936, -3.426], [-0.214, 1.732, -1.358], [3.728, -2.608, -2.748], [3.832, -0.797, -3.910], [3.638, 0.988, 5.217], [2.273, -1.166, -2.079], [-4.198, 0.320, -1.464], [2.637, -1.761, 2.211], [-3.554, -4.255, -1.872], [-3.694, -0.917, -1.834], [2.675, 0.530, 4.751], [1.900, -2.070, 4.225], [-2.972, 2.979, 0.288], [0.645, 0.541, -1.289], [1.246, 2.230, 2.066], [3.701, 1.132, -4.873], [-1.284, -1.430, 5.252], [3.294, 0.484, -4.089], [0.511, -1.369, 2.319], [-2.662, -1.156, -2.788], [0.804, -1.965, 5.092], [1.174, 1.309, 2.779], [3.308, -1.612, -2.897], [2.878, -2.352, 4.614], [-0.029, 2.848, -2.214], [-0.435, -1.550, 4.582], [-1.523, -0.831, 2.852], [2.255, 0.930, -3.261], [-4.168, -2.175, -1.364], [-1.322, 1.819, -0.466], [1.761, -1.750, 2.866], [-2.139, -0.362, -3.313], [-2.572, 4.916, -1.225], [1.894, -1.823, -1.296], [0.120, 1.090, 5.126]],
  "gap_ev": [4.8, 4.1],
  "charge": 2,
  "lumo_ev": [-7.38, -9.75],
  "spin_multiplicity": 4,
  "e_tot_ha": -2495.402350
}

{
  "formula": "C29H19F5N3O2PtS",
  "method": "ωB97M-V/def2-TZVPD",
  "species": ["C", "H", "F", "C", "H", "C", "H", "N", "F", "H", "H", "C", "H", "C", "C", "H", "F", "H", "C", "H", "C", "C", "N", "C", "C", "H", "H", "F", "C", "H", "O", "C", "C", "C", "H", "H", "C", "C", "H", "N", "C", "C", "C", "C", "C", "H", "C", "C", "H", "F", "H", "S", "C", "O", "C", "C", "H", "Pt", "C", "C"],
  "xyz": [[2.393, 1.401, -0.304], [2.271, 4.214, -0.590], [2.147, -4.519, -4.164], [-4.601, -2.579, -0.724], [-5.668, -4.362, -1.312], [1.258, 2.322, -0.518], [-5.133, -2.464, 0.218], [-2.039, 0.153, -0.322], [-1.014, -7.225, -2.163], [5.331, 0.739, -0.386], [-3.447, -0.834, 0.884], [-0.341, -6.139, -2.211], [5.372, -4.350, 1.820], [-3.607, -1.649, -1.065], [1.320, 3.700, -0.629], [-4.995, 0.621, -1.187], [-1.481, -5.330, -0.340], [-2.726, -2.958, -4.062], [-2.202, 1.409, -0.549], [-2.164, -1.063, -2.523], [-4.325, 0.728, -0.340], [3.529, -0.536, -0.077], [2.205, 0.109, -0.257], [2.663, -2.665, 2.970], [1.001, -3.701, -2.269], [-4.436, -4.606, -3.422], [-4.882, 0.973, 0.557], [0.844, -6.860, -4.104], [0.608, -5.940, -3.212], [3.711, -4.415, 3.654], [-3.413, 1.870, -0.624], [4.589, -3.603, 1.869], [-2.918, -1.792, -2.247], [-1.050, 2.327, -0.665], [-2.038, 4.226, -0.869], [4.682, 0.785, 1.280], [4.523, -2.598, 0.903], [-3.229, -2.853, -3.108], [0.125, 5.471, -0.874], [0.098, 1.675, -0.560], [3.531, -1.620, 0.967], [2.604, -1.651, 2.009], [1.276, -4.737, -3.255], [-3.359, -0.469, -0.139], [-4.215, -3.781, -2.757], [1.951, -2.676, 3.787], [3.656, -3.639, 2.900], [-1.092, 3.707, -0.787], [1.861, -0.867, 2.112], [1.660, -2.618, -2.383], [3.797, -0.970, -1.038], [-0.210, -2.773, 0.071], [0.118, 4.393, -0.781], [3.593, 1.844, -0.129], [0.087, -3.862, -1.233], [4.438, 0.680, 0.227], [5.255, -2.579, 0.098], [0.107, -0.497, -0.387], [-0.584, -5.100, -1.221], [-4.903, -3.644, -1.575]],
  "gap_ev": [7.3, 3.7],
  "charge": 3,
  "lumo_ev": [-9.38, -13.00],
  "e_above_lowest_ev": 0.0000,
  "spin_multiplicity": 5,
  "e_tot_ha": -2446.938833
}

{
  "formula": "C29H20BrCl3F3N3O3PtS2",
  "method": "ωB97M-V/def2-TZVPD",
  "species": ["C", "C", "C", "H", "N", "C", "C", "C", "C", "C", "C", "S", "H", "H", "C", "C", "H", "O", "H", "C", "H", "O", "H", "N", "H", "Cl", "H", "C", "C", "C", "C", "F", "C", "H", "C", "C", "H", "N", "C", "C", "Pt", "H", "C", "H", "H", "H", "C", "C", "H", "H", "C", "C", "Cl", "F", "C", "O", "C", "H", "F", "Br", "H", "H", "S", "Cl", "C"],
  "xyz": [[2.650, -1.804, -4.240], [-4.187, 3.219, 1.223], [2.103, -2.764, -5.077], [1.869, -1.222, -3.713], [0.047, -0.412, -1.905], [4.305, -3.376, -5.749], [-1.409, 0.381, 1.602], [2.376, 2.376, 2.407], [4.708, -0.560, -3.276], [2.396, -1.797, 1.845], [-3.102, 1.421, 0.094], [2.037, 1.319, -0.487], [-2.284, 2.154, 0.083], [-0.662, 3.220, 4.389], [-3.238, 0.865, -1.329], [-3.437, 2.967, 2.497], [2.374, -2.865, 1.656], [3.998, 0.047, -2.371], [-0.631, 1.602, -2.037], [-2.700, 0.348, 1.085], [2.794, 0.494, 4.268], [5.900, -0.393, -3.411], [5.915, -2.252, -4.856], [2.185, -1.023, 0.784], [-0.743, 1.185, 1.307], [-5.123, -0.909, 0.816], [-5.210, 3.534, 1.425], [4.020, -1.608, -4.145], [2.202, 0.303, 0.935], [-1.804, -1.596, 2.867], [-2.119, 3.439, 2.764], [3.367, 3.003, 1.764], [-1.945, -1.296, -1.489], [2.816, -1.987, 3.944], [2.626, 0.061, 3.292], [-1.627, 3.012, 3.957], [-3.750, -2.480, 2.657], [-2.070, 0.063, -1.658], [2.935, -3.563, -5.843], [2.395, 0.886, 2.207], [2.039, -0.181, -2.164], [-3.683, 4.015, 0.662], [-0.949, -0.578, 2.487], [2.528, -4.317, -6.502], [-1.560, 4.067, 2.083], [-2.792, -1.919, -1.259], [-3.893, 2.199, 3.527], [-0.845, 0.557, -1.893], [-0.115, -2.528, -1.592], [-3.331, 1.685, -2.039], [-3.521, -0.709, 1.471], [-3.091, -1.675, 2.366], [-5.420, 1.426, 3.619], [1.217, 2.929, 1.980], [2.637, -1.314, 3.118], [-4.320, 2.065, 0.393], [4.849, -2.413, -4.920], [-4.123, 0.239, -1.407], [2.486, 2.703, 3.710], [5.455, -4.463, -6.787], [0.056, -0.534, 2.881], [1.029, -2.887, -5.135], [-2.752, 2.028, 4.789], [-1.255, -2.802, 3.987], [-0.627, -1.584, -1.652]],
  "gap_ev": 8.1,
  "lumo_ev": -0.18,
  "e_above_lowest_ev": 0.4408,
  "e_tot_ha": -6677.035231
}

{
  "formula": "C29H20F5IrN2O5S",
  "method": "ωB97M-V/def2-TZVPD",
  "species": ["O", "H", "C", "H", "H", "H", "O", "C", "C", "H", "C", "C", "H", "C", "H", "F", "H", "C", "H", "C", "C", "N", "C", "C", "C", "H", "C", "C", "O", "C", "H", "H", "C", "F", "H", "C", "H", "F", "F", "C", "C", "H", "N", "C", "Ir", "O", "C", "F", "C", "H", "H", "H", "O", "C", "C", "C", "C", "C", "C", "H", "S", "C", "H"],
  "xyz": [[-0.756, 2.990, -0.917], [-1.664, 1.232, 2.463], [-1.555, -1.902, 0.766], [-3.509, 1.378, -3.058], [-0.392, -3.446, -5.282], [-0.926, -1.316, -4.121], [-1.592, 0.846, -2.496], [2.898, 2.705, 3.250], [-3.570, -3.171, 0.563], [4.088, 2.632, 0.077], [-1.778, 2.950, 3.747], [-1.170, 5.052, 2.741], [-1.781, 4.827, 4.784], [2.585, -4.531, -1.890], [3.940, -4.672, -0.260], [-2.880, -1.549, -2.566], [-1.030, 6.122, 2.820], [-0.939, 4.411, 1.535], [-1.111, 1.557, -2.942], [0.977, -4.091, -3.767], [-3.676, -2.754, -0.752], [0.324, -1.685, -2.540], [1.817, 0.959, 1.998], [2.577, 1.333, 0.901], [0.088, -3.222, -4.341], [1.222, -5.029, -4.249], [-2.921, 1.328, -2.146], [-0.821, 2.380, 0.128], [3.664, 0.213, -1.187], [1.862, -2.077, -0.783], [-2.118, 2.387, 4.606], [3.022, 3.246, 4.178], [1.242, -2.529, -1.968], [-0.534, -1.535, 1.555], [-2.838, 2.297, -1.663], [1.995, 1.654, 3.185], [1.100, 0.154, 1.927], [-4.696, -3.158, -1.500], [-2.382, -3.139, 2.589], [3.180, -4.075, -0.746], [-1.591, 4.323, 3.846], [-3.349, 0.599, -1.466], [1.413, -0.795, -0.395], [3.648, 3.066, 2.136], [-0.219, -0.163, -1.220], [-0.796, 1.051, 0.219], [-1.530, 2.303, 2.547], [-4.483, -3.973, 1.086], [-0.219, -2.015, -3.696], [-0.619, 4.961, 0.660], [2.870, -5.484, -2.317], [3.328, -2.468, 0.710], [1.445, 1.297, -1.504], [1.601, -3.751, -2.546], [-1.109, 3.034, 1.439], [-2.498, -2.742, 1.326], [-1.622, -1.455, -0.551], [-2.708, -1.918, -1.283], [3.500, 2.376, 0.948], [1.416, 1.379, 4.055], [2.393, 0.544, -0.643], [2.833, -2.826, -0.183], [4.355, 3.882, 2.197]],
  "gap_ev": [8.0, 5.8],
  "charge": 1,
  "lumo_ev": [-3.72, -5.92],
  "e_above_lowest_ev": 0.0000,
  "spin_multiplicity": 2,
  "e_tot_ha": -2604.420614
}

Which formula does entry 3 have?
C29H19CrN2O3